# 1
C20H29BrClN5O4W as an isolated structure at a distorted geometry, computed with ωB97M-V/def2-TZVPD.

Results
Charge: +2
Total energy, hartree: -4455.04561
Energy above the lowest of the compared OMol25 structures with the same formula, charge and spin, eV: 1.3050
Highest occupied orbital energy (spin up / spin down), eV: -14.81 / -14.81
Kohn-Sham gap (spin up / spin down), hartree: 0.2196 / 0.2196
E_LUMO (spin up / spin down), eV: -8.8 / -8.8
Molecular weight, g/mol: 702.68

Geometry (Å):
W 0.0918 0.6640 -0.9362
Cl 5.0341 0.0088 -1.5174
C 3.7234 -0.5773 -2.5564
C 2.3811 -0.3464 -1.9336
O 1.3246 -0.4119 -2.6172
O 2.2252 -0.0316 -0.7117
H 3.8736 -1.6387 -2.7480
H 3.7542 -0.0506 -3.5081
C -3.2670 -0.8188 0.5222
N -3.2503 -1.4017 -0.8084
C -4.5747 -1.5438 -1.4056
C -2.1332 -1.7465 -1.4508
N -0.9200 -1.2146 -1.1414
N -2.2029 -2.6547 -2.4365
C -1.1911 -2.6753 -3.4914
C -3.0587 -3.8369 -2.3796
H -3.9134 -1.4232 1.1625
H -3.6758 0.1897 0.4932
H -2.2719 -0.7980 0.9475
H -5.1395 -0.6332 -1.2082
H -5.1221 -2.3812 -0.9713
H -4.5003 -1.6712 -2.4809
H -0.2058 -1.8279 -1.5288
H -0.7876 -1.6789 -3.6579
H -1.6690 -3.0036 -4.4130
H -0.3783 -3.3736 -3.2678
H -3.5579 -3.9139 -1.4186
H -2.4328 -4.7211 -2.5079
H -3.8030 -3.8316 -3.1763
Br -1.5477 2.3961 -0.0747
C 1.2898 2.3907 -1.5584
C 2.4116 2.9407 -0.9507
C 3.0578 3.9922 -1.5912
C 2.5973 4.4696 -2.8135
C 1.4868 3.9108 -3.4290
C 0.8425 2.8624 -2.7912
C -0.3536 2.1807 -3.3920
O -0.8785 2.4865 -4.4089
O -0.7309 1.1413 -2.6026
H 2.7873 2.5696 -0.0064
H 3.9333 4.4214 -1.1230
H 3.1132 5.2921 -3.2916
H 1.1030 4.2578 -4.3795
N 0.3701 0.3392 1.0644
C 0.3538 0.2947 2.2345
N 0.3472 0.2355 3.4985
C 0.1673 -1.0367 4.2427
C 1.3292 -1.2373 5.2077
C 1.4819 -0.0238 6.1269
C 1.6870 1.2439 5.2956
C 0.5223 1.4528 4.3371
H 0.0846 -1.8595 3.5344
H -0.7695 -0.9494 4.7974
H 2.2528 -1.3928 4.6449
H 1.1362 -2.1404 5.7866
H 2.3337 -0.1707 6.7891
H 0.5938 0.0807 6.7563
H 2.6186 1.1658 4.7299
H 1.7571 2.1214 5.9381
H 0.6772 2.3117 3.6858
H -0.4081 1.5965 4.8902

=====

# 2
C20H29N2O5P2PtS4 as an isolated structure at a distorted geometry, computed with ωB97M-V/def2-TZVPD.

Results
Charge: -1
Total energy, hartree: -3660.25317
Energy above the lowest of the compared OMol25 structures with the same formula, charge and spin, eV: 0.0456
Highest occupied orbital energy, eV: -4.73
Kohn-Sham gap, hartree: 0.2571
E_LUMO, eV: 2.3
Molecular weight, g/mol: 762.76

Geometry (Å):
Pt 0.0542 -0.5745 0.3229
C -0.9808 1.1720 2.9844
P 0.4008 1.1152 1.7893
C 1.8248 1.2096 2.9130
C 0.2615 2.7666 1.0550
C 0.9374 3.8870 1.5289
C 0.6521 5.1400 1.0106
C -0.3226 5.2759 0.0317
C -0.9720 4.1540 -0.4592
C -0.6703 2.8829 0.0241
P -1.3245 1.3285 -0.7542
C -3.1169 1.4232 -0.4362
C -1.2429 1.8312 -2.5030
H -0.9702 2.1071 3.5472
H -0.8832 0.3193 3.6559
H -1.9242 1.0716 2.4501
H 1.7095 2.0227 3.6314
H 2.7476 1.3340 2.3453
H 1.8821 0.2683 3.4545
H 1.6861 3.7911 2.3040
H 1.1852 6.0090 1.3752
H -0.5594 6.2541 -0.3674
H -1.7040 4.2712 -1.2481
H -3.5275 2.3587 -0.8178
H -3.3359 1.3368 0.6276
H -3.5662 0.5783 -0.9603
H -1.7836 2.7650 -2.6628
H -1.6895 1.0345 -3.0909
H -0.1999 1.9327 -2.7972
O 6.4051 -2.7290 4.4193
C 5.2207 -2.8975 5.0656
O 5.2334 -3.2202 6.2240
C 3.9868 -2.6729 4.2720
C 2.7716 -3.0900 4.8171
C 1.5906 -2.8978 4.1351
C 1.5688 -2.2774 2.8734
S 0.0114 -2.0593 2.1134
C 2.7875 -1.8701 2.3227
C 3.9674 -2.0578 3.0208
H 6.2398 -2.5536 3.4862
H 2.7788 -3.5597 5.7919
H 0.6541 -3.2164 4.5768
H 2.7973 -1.3764 1.3569
H 4.8745 -1.6710 2.5661
O -2.6463 -1.0489 -2.4271
S -1.3537 -1.6783 -2.6930
O -0.3609 -0.6714 -3.1203
O -1.4181 -2.8219 -3.5874
S -0.6525 -2.4630 -0.8884
C 5.2090 -2.0595 -0.7993
N 4.1887 -2.1948 -1.8115
C 3.1115 -1.3748 -1.9247
S 2.9301 0.0376 -0.9958
N 2.2005 -1.7153 -2.8263
C 2.1805 -2.9673 -3.5448
H 6.0533 -2.6910 -1.0767
H 4.8461 -2.3609 0.1833
H 5.5377 -1.0236 -0.7449
H 4.1159 -3.0928 -2.2584
H 1.3166 -1.1799 -2.8005
H 2.2028 -3.8259 -2.8636
H 3.0146 -3.0392 -4.2495
H 1.2387 -3.0176 -4.0874

=====

# 3
One molecule with the formula C20H29N3O, computed with ωB97M-V/def2-TZVPD.

Results
Charge: 0
Total energy, hartree: -1019.05926
Energy above the lowest of the compared OMol25 structures with the same formula, charge and spin, eV: 0.2356
Highest occupied orbital energy, eV: -7.85
Kohn-Sham gap, hartree: 0.3167
E_LUMO, eV: 0.8
Molecular weight, g/mol: 327.47

Geometry (Å):
C -7.4511 -1.4638 -0.1304
C -6.0444 -0.9801 -0.1037
N -5.0376 -1.7985 -0.5734
C -3.8407 -1.1610 -0.4561
C -2.5537 -1.5742 -0.7736
C -1.5197 -0.6934 -0.5430
C -1.7504 0.5804 0.0026
C -0.6393 1.5337 0.2770
O -0.6667 2.3284 1.1987
N 0.3925 1.4782 -0.6030
C 1.5943 2.2587 -0.4357
C 2.7436 1.4411 0.1597
C 3.2013 0.3177 -0.7865
N 4.3318 -0.4758 -0.3489
C 4.0358 -1.2771 0.8252
C 5.0790 -2.3775 0.9863
C 6.4545 -1.7439 1.1428
C 6.7097 -0.8240 -0.0442
C 5.6010 0.2272 -0.1878
C 5.9221 1.1264 -1.3798
C -3.0327 0.9784 0.3437
C -4.0947 0.1137 0.1081
C -5.5068 0.2020 0.3231
C -6.2004 1.3859 0.9050
H -7.5487 -2.3901 0.4366
H -8.1163 -0.7229 0.3017
H -7.7705 -1.6586 -1.1549
H -5.1778 -2.7255 -0.9373
H -2.3680 -2.5571 -1.1822
H -0.5092 -1.0136 -0.7548
H 0.3637 0.8128 -1.3567
H 1.8893 2.6752 -1.4045
H 1.3371 3.0753 0.2439
H 3.5777 2.1148 0.3615
H 2.4119 1.0156 1.1080
H 2.3743 -0.3847 -0.9326
H 3.4423 0.7449 -1.7627
H 3.0465 -1.7231 0.6949
H 4.0173 -0.6679 1.7466
H 4.8335 -2.9928 1.8536
H 5.0676 -3.0099 0.0973
H 7.2282 -2.5121 1.1991
H 6.4862 -1.1646 2.0692
H 7.6709 -0.3197 0.0720
H 6.7404 -1.4166 -0.9602
H 5.5938 0.8457 0.7320
H 5.2723 1.9962 -1.4193
H 5.8232 0.5656 -2.3059
H 6.9478 1.4787 -1.2976
H -3.1829 1.9524 0.7829
H -7.2571 1.1869 1.0620
H -6.1040 2.2452 0.2413
H -5.7496 1.6510 1.8603

=====

# 4
C20H29N3O2S as an isolated structure at a distorted geometry, computed with ωB97M-V/def2-TZVPD.

Results
Charge: 0
Total energy, hartree: -1491.74366
Energy above the lowest of the compared OMol25 structures with the same formula, charge and spin, eV: 20.6153
Highest occupied orbital energy, eV: -8.27
Kohn-Sham gap, hartree: 0.3103
E_LUMO, eV: 0.2
Molecular weight, g/mol: 375.54

Geometry (Å):
C -0.5863 1.7262 6.3158
C -0.7351 1.6622 4.8392
C -0.2523 2.8344 4.1832
C -0.0761 2.7493 2.5274
C -1.4687 2.7693 1.6765
H -2.0522 3.2384 2.2212
H -1.0802 2.8830 0.6945
S -2.2112 0.8952 1.7389
C -1.2788 0.1172 0.4287
N -0.3332 0.9479 -0.1544
C 0.3550 0.1650 -1.1022
C 0.2090 -1.1255 -1.5516
C -0.6851 -1.5882 -0.9201
C -1.4490 -1.2658 0.2634
C -2.5158 -1.9179 0.8111
N -3.0531 -2.6128 1.4190
C -0.6327 -3.0659 -1.2154
H -1.3080 -3.7456 -0.5594
H -1.2364 -3.2952 -2.1164
C 0.7676 -3.9240 -1.0923
C 0.6232 -5.1435 -2.0449
H 0.0627 -5.9967 -1.5949
H 1.6731 -5.7166 -1.8184
H 0.6528 -5.0232 -2.9699
C 0.7653 -4.2427 0.2868
H 0.3399 -4.8691 0.8048
H 2.1323 -4.3492 0.2885
H 0.8714 -3.3455 1.0003
O 1.8110 -2.9993 -1.6777
C 1.3061 -1.7770 -2.2936
H 0.6541 -2.1737 -3.2442
H 2.0625 -1.2506 -2.6508
N 1.2296 1.2231 -1.7205
C 1.6208 1.2442 -3.2580
H 2.6805 0.9109 -3.3437
C 1.2973 2.3499 -3.7169
O 1.9966 3.5612 -3.3603
C 2.6653 3.2769 -1.8136
H 2.5519 4.2937 -1.4980
C 1.3994 2.3960 -1.2085
H 1.7121 2.5738 -0.0526
H 0.6027 2.9421 -1.2866
H 3.4566 2.7790 -1.8982
H 0.3782 2.8531 -3.8554
H 1.5459 2.3423 -5.0028
H 0.9412 0.5344 -3.5748
H 0.6160 1.9457 2.2869
H 0.5129 3.7605 2.1780
H -0.9206 3.6298 4.2919
H 0.9017 2.8931 4.3662
H -0.1709 0.6853 4.4442
H -1.7931 1.3778 4.4296
H -1.2054 0.8927 6.8517
H -1.1403 2.6545 6.6182
H 0.4724 1.9605 6.6926

=====

Copy entry 3 word for word.
One molecule with the formula C20H29N3O, computed with ωB97M-V/def2-TZVPD.

Results
Charge: 0
Total energy, hartree: -1019.05926
Energy above the lowest of the compared OMol25 structures with the same formula, charge and spin, eV: 0.2356
Highest occupied orbital energy, eV: -7.85
Kohn-Sham gap, hartree: 0.3167
E_LUMO, eV: 0.8
Molecular weight, g/mol: 327.47

Geometry (Å):
C -7.4511 -1.4638 -0.1304
C -6.0444 -0.9801 -0.1037
N -5.0376 -1.7985 -0.5734
C -3.8407 -1.1610 -0.4561
C -2.5537 -1.5742 -0.7736
C -1.5197 -0.6934 -0.5430
C -1.7504 0.5804 0.0026
C -0.6393 1.5337 0.2770
O -0.6667 2.3284 1.1987
N 0.3925 1.4782 -0.6030
C 1.5943 2.2587 -0.4357
C 2.7436 1.4411 0.1597
C 3.2013 0.3177 -0.7865
N 4.3318 -0.4758 -0.3489
C 4.0358 -1.2771 0.8252
C 5.0790 -2.3775 0.9863
C 6.4545 -1.7439 1.1428
C 6.7097 -0.8240 -0.0442
C 5.6010 0.2272 -0.1878
C 5.9221 1.1264 -1.3798
C -3.0327 0.9784 0.3437
C -4.0947 0.1137 0.1081
C -5.5068 0.2020 0.3231
C -6.2004 1.3859 0.9050
H -7.5487 -2.3901 0.4366
H -8.1163 -0.7229 0.3017
H -7.7705 -1.6586 -1.1549
H -5.1778 -2.7255 -0.9373
H -2.3680 -2.5571 -1.1822
H -0.5092 -1.0136 -0.7548
H 0.3637 0.8128 -1.3567
H 1.8893 2.6752 -1.4045
H 1.3371 3.0753 0.2439
H 3.5777 2.1148 0.3615
H 2.4119 1.0156 1.1080
H 2.3743 -0.3847 -0.9326
H 3.4423 0.7449 -1.7627
H 3.0465 -1.7231 0.6949
H 4.0173 -0.6679 1.7466
H 4.8335 -2.9928 1.8536
H 5.0676 -3.0099 0.0973
H 7.2282 -2.5121 1.1991
H 6.4862 -1.1646 2.0692
H 7.6709 -0.3197 0.0720
H 6.7404 -1.4166 -0.9602
H 5.5938 0.8457 0.7320
H 5.2723 1.9962 -1.4193
H 5.8232 0.5656 -2.3059
H 6.9478 1.4787 -1.2976
H -3.1829 1.9524 0.7829
H -7.2571 1.1869 1.0620
H -6.1040 2.2452 0.2413
H -5.7496 1.6510 1.8603

=====

What is the charge in the first record?
+2

=====

Which of these has the highest charge?
C20H29BrClN5O4W